Record 1
26
Properties=species:S:1:pos:R:3:forces:R:3 method="wB97M-V/def2-TZVPD" lumo_ev=0.9986 relative_energy_kcal_mol=7.2 gap_ev=10.45 homo_energy_ev=-9.450
C 1.747005 -2.305141 1.176885 -0.3 -0.4 0.6
Si 0.131371 0.089618 -0.308826 -1.0 -1.6 0.3
H 0.648987 -2.302868 1.198817 0.3 -0.2 0.0
O 1.742358 -0.266794 -0.171845 -0.4 0.9 0.6
H 2.104042 -1.806140 2.079638 -0.1 0.1 0.0
H -1.057148 1.435961 -1.982111 0.3 -0.2 -0.6
H -2.309097 2.895943 0.902815 0.4 0.1 0.0
H -2.461332 -0.565206 -2.005350 0.6 0.0 0.0
H 0.299751 2.551100 0.394695 0.4 0.9 -0.3
C -1.376484 -0.775744 -2.020352 0.4 -0.3 -0.3
H 2.010718 -2.114548 -0.986892 0.2 0.0 0.6
H 0.348657 0.506330 -2.756473 -0.9 0.2 0.3
C 2.257043 -1.589640 -0.036989 0.4 0.0 -1.0
O -0.699525 0.925506 0.904795 0.3 -2.5 -1.1
H 0.416164 2.099577 2.091658 -0.1 0.4 -0.1
C -0.484428 0.493605 -2.015718 0.4 1.6 -0.5
H -1.166349 -1.426288 -2.886936 -0.2 0.4 0.2
C -0.271597 2.186398 1.234520 0.3 1.4 0.8
C -1.456869 3.109009 1.564252 0.3 0.5 -0.4
H -1.789183 2.931948 2.580217 -0.1 0.0 0.2
H 2.109771 -3.345557 1.233288 -0.2 0.4 -0.2
H -1.195420 4.193241 1.462876 -0.1 -0.9 0.1
H -0.311135 -2.387308 -0.932563 -0.5 0.5 0.4
C -0.868624 -1.448882 -0.717686 -0.7 -0.7 0.6
H 3.352043 -1.484069 0.026746 -0.3 -0.1 -0.2
H -1.720720 -1.600049 -0.029459 0.5 -0.5 -0.1



Record 2
26
Properties=species:S:1:pos:R:3:forces:R:3 method="wB97M-V/def2-TZVPD" lumo_ev="3.1088 / 3.1016" relative_energy_kcal_mol=55.4 gap_ev="3.40 / 6.12" homo_energy_ev="-0.296 / -3.021" charge=-1 spin_multiplicity=2
O -0.103598 -0.103233 1.897748 0.7 -0.6 -1.0
O -2.912730 -1.272568 1.554614 0.2 1.0 0.3
C -2.540229 -0.142362 2.102669 -0.5 -1.9 -0.7
C -1.342793 0.586216 1.610142 -1.9 1.3 2.2
O 2.241168 -1.329214 0.370638 0.5 0.8 0.1
H 3.392819 -1.371094 -1.204435 0.6 -2.2 0.8
C 3.496001 -1.718745 -0.112753 0.3 1.3 -1.3
H 3.756981 -2.690393 0.342832 -0.3 -0.2 -1.5
H 3.103629 0.504786 1.122006 -0.1 -0.6 -0.2
C 2.270530 -0.213298 1.220777 -1.7 -0.5 3.6
C -2.146542 -0.141881 -2.513192 0.5 -1.6 1.6
H 2.160188 -0.654048 2.278528 1.3 0.7 -0.9
H -1.832068 -0.731686 -1.543383 -0.8 1.3 -1.7
H -1.471266 0.936242 0.568172 0.6 -0.5 0.1
H 0.704416 0.661589 0.127989 -0.3 -0.5 0.0
H -1.636635 1.698243 -3.558026 0.0 -0.1 0.2
H -3.243871 -0.116709 -2.560190 0.3 0.0 0.1
H -0.461743 1.217541 -2.308579 -0.2 0.0 -0.1
C 0.948378 0.497787 1.197448 -1.6 2.9 -1.2
H -2.814734 0.026915 3.166340 0.1 0.2 -0.2
H 0.846937 1.603224 1.530229 1.5 -1.1 0.0
C -1.531506 1.247603 -2.559716 0.1 0.2 0.0
H -1.803528 -0.783774 -3.337210 0.0 0.3 0.0
H 4.392104 -1.120111 0.124215 -0.5 0.5 0.9
H -1.463269 1.483423 2.319784 1.0 -0.3 -1.1
H -2.008649 1.925545 -1.836642 0.1 -0.2 -0.2



Record 3
24
Properties=species:S:1:pos:R:3:forces:R:3 method="wB97M-V/def2-TZVPD" lumo_ev=0.9422 relative_energy_kcal_mol=116.0 gap_ev=10.45 homo_energy_ev=-9.506 smiles=C[SiH2]C(C)(C)C.C#C
H 0.957019 -2.478599 -0.982734 2.7 0.7 -2.6
H -3.394376 -0.764334 -1.215827 0.2 0.0 -0.3
H -0.994741 0.854863 -1.008195 -2.0 -0.5 0.7
Si 0.192395 -1.065081 0.908372 0.3 -0.3 -2.4
H 0.226070 0.140253 -1.921648 0.3 -2.7 -2.7
H 2.652997 1.130213 -0.963736 0.2 -0.6 0.1
H -3.435588 1.667301 1.046187 -0.1 0.0 0.3
C 0.227119 -2.517245 -0.291859 1.0 -1.3 4.2
H 2.532234 -0.612718 -0.724167 1.0 -1.5 -0.4
C 2.425548 0.311207 -0.247210 -1.5 3.5 0.7
H -0.612685 -2.721656 -0.774039 -4.1 -0.1 -2.4
H -0.189735 2.208874 0.662070 -1.1 1.3 -0.7
H 3.030875 0.590433 0.664520 -0.5 -1.1 -0.9
H 0.811697 -1.534385 2.076369 1.1 -0.1 1.5
C 0.886039 0.477642 0.045838 0.1 0.6 0.6
C 0.541925 1.587703 1.067167 2.3 0.2 0.7
H 1.384568 2.242239 1.445340 -0.6 -0.8 -0.7
C -3.443005 0.847387 0.375764 0.4 -1.3 -2.4
C 0.021148 0.815513 -1.206134 1.5 -0.4 2.4
H 0.381722 -3.557614 0.092269 0.2 0.9 0.7
C -3.338300 0.069596 -0.561215 -0.7 1.2 2.4
H 0.154800 1.723874 -1.685214 1.2 2.3 -0.5
H 0.076365 1.190095 1.938973 -0.3 -0.3 1.1
H -1.094091 -0.605554 1.259100 -1.5 0.0 0.4



Record 4
36
Properties=species:S:1:pos:R:3:forces:R:3 method="wB97M-V/def2-TZVPD" lumo_ev=4.6978 relative_energy_kcal_mol=12.6 gap_ev=6.14 homo_energy_ev=-1.440 charge=-2
H 4.040130 -1.788610 0.669981 0.0 0.0 0.0
H -5.635876 -0.358434 -2.119712 0.0 0.0 0.0
C 2.952211 -1.744263 0.440061 0.0 0.0 0.0
O 2.639163 -0.717963 -0.408339 0.0 0.0 -0.1
N -4.518815 0.957516 0.161901 0.0 0.0 0.2
H -6.233074 2.071929 -0.102921 0.0 0.0 0.0
Se 0.188403 2.784427 -1.814144 0.3 -0.5 0.3
O -0.182729 1.141897 -1.843041 0.0 0.3 -0.1
H -2.449374 2.879569 -0.207274 0.0 0.0 -0.1
H -3.014618 2.816434 1.485990 0.0 0.0 0.0
Cd 0.918119 0.531131 0.076594 0.0 -0.1 0.2
C -3.158917 0.933858 0.467350 0.2 0.1 -0.3
H -5.298587 1.840996 -2.416962 0.0 0.0 0.0
H 2.444652 -1.701562 1.427505 0.0 0.0 0.0
F -0.163872 -1.171830 2.655857 0.0 -0.1 0.1
H -4.825008 3.002044 0.373922 0.0 0.0 0.0
H 2.698357 -2.747788 0.029272 0.0 0.0 0.0
B 0.225038 0.041305 2.189933 0.0 0.1 -0.2
H -4.079211 -1.031877 -1.642748 0.0 0.0 0.0
C -4.881894 2.571181 -1.721768 0.0 0.0 0.0
C -5.240411 -0.283135 0.021528 0.0 0.0 -0.1
F 0.103889 0.966873 3.178044 -0.1 0.0 0.1
H -6.292509 -0.090680 0.260287 0.0 0.0 0.0
C -2.501954 2.264446 0.691713 0.0 0.1 0.2
C -5.126121 -0.942835 -1.353585 0.0 0.0 0.0
O -1.187544 3.672222 -1.863227 0.1 0.0 0.0
H -4.874673 -0.975634 0.784628 0.0 0.0 0.0
C -5.155301 2.186692 -0.268965 -0.1 0.0 -0.1
H -2.921893 -0.991113 0.448451 -0.1 0.1 -0.2
H -5.324651 3.545130 -1.944843 0.0 0.0 0.0
O 0.925911 2.882233 -0.313485 -0.1 0.2 -0.3
H -3.808717 2.641211 -1.905710 0.0 0.0 0.0
H -5.567968 -1.943039 -1.341789 0.0 0.0 0.0
O 1.223709 3.168181 -3.011736 -0.3 0.1 0.1
H -1.473250 2.095436 0.996513 0.0 0.0 0.0
N -2.433115 -0.107650 0.569122 0.0 -0.3 0.5



Record 5
33
Properties=species:S:1:pos:R:3:forces:R:3 method="wB97M-V/def2-TZVPD" lumo_ev=2.9944 relative_energy_kcal_mol=169.0 gap_ev=4.75 homo_energy_ev=-1.761 charge=-1
H -3.946794 -21.904843 -12.598809 -0.6 0.6 -0.2
H -2.576517 -21.040745 -12.122631 -1.8 2.1 0.7
O 2.793189 -24.487009 -15.651810 -0.6 -0.3 -1.2
O -3.983999 -19.807302 -13.135990 -0.9 0.1 -2.1
C -4.269258 -20.473286 -10.923603 -1.0 0.0 0.2
O -5.484925 -21.042773 -14.381791 1.0 0.3 3.2
O -5.110469 -18.870067 -14.860197 -0.1 0.0 0.7
C -3.647720 -20.908124 -12.274458 -3.7 1.4 4.0
C -4.902445 -19.808564 -14.133499 0.8 -1.3 -0.5
H -4.214719 -21.163829 -10.082006 0.5 -0.4 -0.2
H 0.273847 -23.939352 -13.530182 -0.2 -0.1 -0.2
C -6.542424 -21.189058 -15.255203 -0.3 0.6 -2.0
P 1.455556 -24.025458 -16.064223 -1.8 1.9 1.2
H 1.275826 -22.600398 -13.007737 0.9 0.2 -0.5
H -6.066428 -21.027633 -16.222399 -0.7 -0.3 -0.6
C 0.007931 -22.841664 -17.968196 0.4 0.6 0.4
H -7.024567 -22.164193 -15.186218 0.7 -0.3 0.2
H 0.230383 -21.775327 -18.007625 -0.4 0.1 -0.2
O 1.223695 -23.433990 -17.563409 1.9 -1.4 1.3
C 0.544602 -22.907807 -13.755344 4.6 -2.4 -1.4
H -5.339075 -20.273190 -10.983148 -0.4 0.0 -0.3
O 0.250823 -25.159817 -15.976764 0.0 1.2 -0.2
H -3.867378 -19.525203 -10.566198 0.4 0.0 -0.2
H 1.376902 -26.554878 -16.928858 0.1 -0.4 0.1
H -0.312067 -26.885549 -17.233248 -0.6 1.2 -0.3
H -0.340277 -22.274946 -13.687662 5.4 -1.4 -2.2
H -7.392370 -20.508481 -15.205238 0.3 0.7 0.6
H -0.748067 -22.993164 -17.197728 -0.4 -0.2 -0.5
Br -1.594165 -21.970507 -13.131427 -5.9 0.3 0.8
C 0.378912 -26.472490 -16.498377 1.4 -0.5 0.7
H 0.273852 -27.154740 -15.654814 0.3 -0.1 0.1
H -0.180733 -23.233234 -18.967780 -0.6 0.0 0.2
O 0.913457 -22.762403 -15.172374 1.1 -2.4 -1.7



Record 6
31
Properties=species:S:1:pos:R:3:forces:R:3 method="wB97M-V/def2-TZVPD" lumo_ev="-6.6345 / -11.6548" relative_energy_kcal_mol=6.9 gap_ev="6.29 / 4.52" homo_energy_ev="-12.927 / -16.173" charge=+2 spin_multiplicity=6
H -1.498113 -1.217511 2.722295 0.0 -0.2 0.0
N 1.204728 3.135259 -1.194113 -0.2 0.6 1.9
Ru -0.409646 -1.436795 -0.929968 0.3 0.5 -7.4
P -1.024413 -2.527922 0.777478 -1.5 -0.5 4.3
I 0.405204 3.251483 2.440542 1.5 0.4 1.3
H 2.747800 0.965689 -3.076082 0.2 0.1 0.0
H 2.009374 3.763923 -1.164066 -0.4 -0.3 -0.1
H -3.305958 -1.865836 0.739160 0.6 -1.2 -0.5
Cl -1.509717 -1.629830 -2.992649 0.5 0.1 1.2
H -1.954355 2.330625 1.908627 -0.3 -0.3 0.5
C -0.908562 -2.116794 2.529609 0.8 0.3 -0.1
C -1.258190 2.951598 1.387372 -1.7 -0.3 -1.2
H -1.761456 3.873559 1.109556 0.2 0.4 0.0
H 3.099521 2.683142 -2.727016 0.2 0.2 -0.2
H -1.266126 -2.931349 3.127179 -0.2 -0.4 0.5
C -0.043402 -0.195719 0.376962 1.9 4.6 4.1
H -3.114018 -3.683471 0.690376 -0.6 -0.6 -0.1
C 0.299512 -3.621047 0.285348 0.3 -1.2 -0.6
H 0.578999 3.261260 -0.367498 0.6 -0.2 -1.8
H 1.205370 -3.533794 0.938387 -0.9 -0.1 -0.5
C -2.754504 -2.756556 0.292175 0.1 1.2 0.1
H -2.766335 -2.658036 -0.808053 -0.5 -0.5 0.5
H 0.149365 -1.899660 2.801325 -0.7 -0.2 -0.2
C 1.409715 1.885323 -1.696186 0.0 0.1 -0.4
H -0.935676 2.447447 0.488262 -0.1 -0.1 -0.4
C 2.785003 1.737908 -2.312112 -0.9 -0.7 0.0
O 0.275157 0.431267 1.329159 -0.9 -1.6 -1.3
O 0.527670 1.021754 -1.658652 0.7 0.5 -0.1
H -0.134706 -4.648655 0.300105 0.8 0.4 -0.4
H 0.598137 -3.316215 -0.791707 0.0 -1.2 1.1
H 3.468606 1.434284 -1.519984 0.1 0.0 0.0



Record 7
33
Properties=species:S:1:pos:R:3:forces:R:3 method="wB97M-V/def2-TZVPD" lumo_ev=-0.2734 gap_ev=8.64 homo_energy_ev=-8.915
H 2.205625 2.464302 -2.847114 0.2 0.0 -0.2
H 1.770295 -0.180003 -2.916643 0.0 -0.2 0.0
C 2.415533 1.744683 -2.061641 -0.3 -0.3 0.5
O 2.102598 1.866816 1.766703 0.0 -0.5 0.0
H -3.061541 -3.821203 1.958305 0.0 0.0 -0.1
H -1.876713 3.694419 -0.520557 0.0 0.2 0.2
H -4.544051 -4.150313 1.885554 0.0 0.0 0.0
H 3.453930 1.428330 -2.042163 0.1 0.1 -0.2
C 1.480318 0.527358 -2.145945 -0.8 0.6 0.4
H -0.196528 -2.096301 -0.763504 -0.1 0.0 0.0
O -3.717101 -4.258152 1.406440 0.0 0.0 0.0
C -1.205012 2.905775 -0.190645 -0.4 -0.1 -0.3
I -1.827336 -1.036408 1.741358 0.1 -0.3 -0.2
P 1.471278 -0.253384 -0.485031 2.0 -0.1 0.3
F 1.319407 -0.262257 2.506242 -0.1 -0.2 0.1
H 1.326425 -2.344955 -1.545357 0.1 0.2 -0.1
H -2.654391 1.467568 -0.741324 -0.3 -0.1 0.1
H 0.538874 -3.171782 1.190341 -0.1 0.3 0.2
H 2.233167 2.244370 -1.108672 0.0 0.2 0.0
H -0.553479 2.676976 -1.033704 0.2 0.1 0.0
H 2.169943 -2.443239 1.101824 -0.1 0.2 0.1
H 1.738250 -3.805377 0.110961 0.0 -0.1 0.0
O -0.147944 1.646528 2.702756 -0.2 -0.5 0.1
S 0.907028 1.115545 1.919383 0.3 1.9 -0.6
H 0.477010 0.907533 -2.361566 -0.1 -0.2 -0.3
I -3.418387 2.076937 1.710386 -0.1 0.3 -0.2
C 0.880163 -1.982569 -0.618234 -0.8 0.1 0.0
C -2.035310 1.667270 0.127319 0.6 -0.3 0.1
C 1.351784 -2.878509 0.535422 0.2 -0.4 -0.4
N 0.323736 0.756507 0.413014 -0.7 -1.9 0.4
H -1.198446 -0.133506 -0.647812 0.1 -0.1 0.0
C -1.112762 0.391973 0.296517 -0.2 1.2 0.0
H -0.616362 3.235066 0.657387 0.1 0.1 0.0



Record 8
31
Properties=species:S:1:pos:R:3:forces:R:3 method="wB97M-V/def2-TZVPD" lumo_ev=-4.6226 gap_ev=7.29 homo_energy_ev=-11.917 charge=+1
H 3.255631 -0.379925 -3.462587 -0.1 0.0 -0.1
H 0.887726 -0.818467 -0.627897 0.0 0.0 0.0
H -1.634144 1.121462 -3.503339 0.0 0.0 0.0
H -3.984059 -1.068622 3.272648 0.0 0.0 0.0
H 0.029323 1.660454 -3.316490 0.0 0.0 0.0
N -2.073308 -1.511564 2.515042 0.0 0.0 0.0
C 2.514051 0.879770 -2.126564 -0.1 -0.3 0.2
C -3.113498 -1.679978 3.511156 0.0 0.0 0.0
C -0.389907 -0.668825 4.085670 0.0 0.0 0.0
C -0.813570 -1.062236 2.691606 0.0 -0.1 0.0
I 4.063342 2.629733 -3.908372 0.1 -0.1 0.0
O -0.040025 -0.984507 1.739409 0.0 0.1 0.0
H -1.010554 0.139002 4.474659 0.0 0.0 0.0
H 3.791392 2.231420 -1.368300 0.0 0.0 0.0
H 1.605451 -0.151327 -3.634744 -0.3 -0.2 0.3
F -1.732521 -0.361703 -1.352534 0.1 0.0 -0.1
H -0.466807 -1.512363 4.772019 0.0 0.0 0.0
H -2.288282 -1.761040 1.561393 0.0 0.0 0.0
H 0.002032 0.535878 -0.006402 0.0 0.0 0.0
H -3.428130 -2.721865 3.573135 0.0 0.0 0.0
N 3.643766 1.627770 -2.167253 -0.1 0.1 0.1
H -0.309673 -0.780405 -2.688774 -0.1 0.0 0.0
C 0.487367 0.155782 -0.899941 0.0 -0.1 0.0
H -1.185247 2.095949 -2.100432 0.0 0.0 0.0
C -0.567423 0.033946 -2.006154 0.0 0.1 0.0
C -0.849430 1.305787 -2.772793 -0.1 0.0 0.0
N 1.606151 1.063290 -1.199074 -0.1 0.1 -0.1
H 0.643467 -0.340045 4.042265 0.0 0.0 0.0
H 1.716110 1.860381 -0.591123 -0.1 0.1 -0.1
H -2.745885 -1.379550 4.487062 0.0 0.0 0.0
N 2.386657 -0.158201 -2.993289 0.4 0.4 -0.4